(1)
22
Properties=species:S:1:pos:R:3 method="wB97M-V/def2-TZVPD" homo_lumo_gap_ha="0.2724 / 0.3331" total_energy_ha=-1838.89930 multiplicity=5 charge=+2 s_squared=6.017 fmax_ev_per_a=4.003
Pm -2.343 0.879 0.861
S 1.609 0.432 0.871
F 0.786 2.620 -0.266
F 2.586 1.803 -1.123
F 2.668 2.833 0.772
O 0.126 0.515 1.395
O -2.689 -0.284 -1.227
O -2.897 -1.247 0.770
O 1.891 -0.642 -0.051
O 2.556 0.506 2.113
C -2.806 -0.219 -2.632
C 3.482 -0.587 2.384
C -3.053 -1.527 -0.546
C 1.950 2.057 -0.003
H 4.383 -0.436 1.782
H -2.355 -2.305 -0.908
H -1.816 -0.043 -3.076
H -4.089 -1.768 -0.857
H -3.454 0.632 -2.859
H 3.028 -1.560 2.174
H 3.679 -0.509 3.455
H -3.241 -1.148 -3.029


(2)
97
Properties=species:S:1:pos:R:3 method="wB97M-V/def2-TZVPD" homo_lumo_gap_ha=0.2538 total_energy_ha=-1681.24354 charge=-1 fmax_ev_per_a=4.223
O 11.912 -6.611 -0.729
O 3.542 -1.359 -0.493
O 10.708 0.120 -3.243
O 11.077 -2.246 -1.650
O 12.221 -4.050 -2.192
N 4.586 -1.831 -1.293
N 10.205 0.201 -4.555
N 11.134 -7.690 -0.291
C 10.412 0.223 -6.912
C 6.509 -3.489 -2.631
C 8.985 -6.828 -1.665
C 11.218 0.384 -5.590
C 9.010 0.965 -7.148
C 9.448 -6.134 0.819
C 8.918 0.809 -4.534
C 3.425 -1.296 -3.390
C 5.055 -3.686 0.303
C 6.134 -1.394 0.600
C 12.862 -9.311 -0.151
C 5.615 -2.424 -0.426
C 10.526 -10.089 -0.497
C 8.841 2.329 -4.275
C 11.963 1.702 -5.581
C 11.815 -9.053 -2.450
C 11.310 -3.180 -2.426
C 9.667 -7.219 -0.306
C 11.517 -8.988 -0.921
C 7.946 0.048 -3.601
C 8.214 0.604 -5.834
C 6.815 -2.709 -1.402
C 4.124 -2.506 -2.646
C 8.799 -8.412 0.204
C 3.219 -3.741 -2.624
C 12.240 -0.795 -5.615
C 5.387 -2.808 -3.412
C 9.034 -9.625 -0.620
C 10.328 -3.505 -3.492
H 9.945 -5.271 0.377
H 12.440 1.727 -4.601
H 5.113 -3.342 -4.322
H 13.622 -8.695 -0.631
H 12.764 -0.804 -4.659
H 7.852 -0.992 -3.914
H 9.615 2.922 -4.762
H 3.549 -4.602 -2.044
H 9.172 2.036 -7.264
H 6.965 0.518 -3.523
H 10.822 -3.748 -4.432
H 12.202 -9.985 -2.861
H 10.511 -10.860 -1.268
H 6.495 -1.790 1.549
H 6.115 -4.439 -2.271
H 11.699 -6.320 -1.618
H 10.688 -0.829 -3.099
H 7.611 -3.139 -0.794
H 9.511 -5.930 -1.991
H 8.676 0.589 -8.115
H 7.286 -1.794 -1.762
H 3.570 -0.424 -0.709
H 7.361 -3.655 -3.292
H 9.033 -8.743 1.216
H 10.345 -0.834 -7.168
H 7.968 -6.577 -1.365
H 5.055 -4.621 -0.257
H 3.142 -4.156 -3.628
H 8.218 -0.023 -2.548
H 5.599 -4.112 1.146
H 7.803 2.662 -4.256
H 4.113 -0.469 -3.562
H 8.763 -9.301 -1.624
H 9.121 -7.549 -2.470
H 12.573 1.677 -6.484
H 3.246 -1.445 -4.454
H 7.727 -8.251 0.088
H 9.103 2.481 -3.228
H 9.963 -6.543 1.688
H 8.415 -5.799 0.918
H 8.094 -0.476 -5.915
H 5.696 -1.819 -3.749
H 6.871 -0.689 0.216
H 9.674 -2.672 -3.749
H 10.985 -8.730 -3.078
H 2.497 -0.959 -2.927
H 7.189 0.970 -5.891
H 12.715 -9.204 0.924
H 9.698 -4.389 -3.394
H 13.256 -10.314 -0.311
H 10.845 0.538 -7.862
H 12.638 -8.390 -2.718
H 4.026 -3.473 0.592
H 11.428 2.647 -5.669
H 11.857 -1.815 -5.595
H 2.219 -3.592 -2.215
H 12.958 -0.803 -6.435
H 5.351 -0.735 0.976
H 8.403 -10.464 -0.325
H 10.796 -10.627 0.411